Entry 1:
8
Properties=species:S:1:pos:R:3 method="wB97M-V/def2-TZVPD" smiles="C/C=N/Br" fmax_ev_per_a=5.0 e_lumo_ha=0.00584 e_tot_ha=-2707.2636 de_lowest_kj_mol=250.5
C -1.243 0.138 0.008
C 0.520 -0.047 0.124
N 1.606 0.154 0.770
Br 3.297 -0.157 0.039
H -1.866 -0.775 0.278
H -1.393 0.240 -1.003
H -1.576 0.938 0.656
H 0.655 -0.492 -0.872

=====

Entry 2:
99
Properties=species:S:1:pos:R:3 method="wB97M-V/def2-TZVPD" fmax_ev_per_a=8.9 e_lumo_ha=-0.13481 e_tot_ha=-2189.5302 charge=+1
N -5.816 -6.336 4.116
C -6.648 -6.905 3.180
N -7.251 -8.324 3.252
C -8.143 -8.515 2.025
N -7.969 -7.158 1.349
C -8.806 -7.022 0.061
C -10.377 -6.835 0.605
O -11.246 -6.142 -0.361
N -7.141 -6.210 1.930
C -6.853 -4.787 1.404
C -8.161 -3.818 1.232
C -7.871 -2.289 0.633
C -6.284 -1.906 0.303
C -5.183 -3.092 0.558
N -5.420 -4.483 1.075
H -6.236 -5.737 4.861
H -4.794 -6.537 4.059
H -8.785 -9.456 1.695
H -8.677 -7.944 -0.648
H -8.442 -6.066 -0.544
H -10.778 -7.899 0.935
H -10.274 -6.130 1.562
H -12.116 -6.007 0.141
H -9.265 -4.115 1.482
H -8.726 -1.510 0.451
H -5.971 -0.831 -0.093
H -4.049 -2.808 0.310
C -5.784 2.163 1.450
O -6.277 1.441 0.593
N -4.906 1.754 2.431
C -4.366 2.673 3.411
C -4.510 0.362 2.485
H -6.017 3.239 1.500
H -3.276 2.682 3.324
H -4.653 2.333 4.410
H -4.747 3.686 3.253
H -4.032 0.090 1.539
H -5.402 -0.257 2.620
H -3.815 0.190 3.311
C 0.037 1.831 3.993
O -1.043 2.312 4.312
N 0.545 1.786 2.712
C 1.835 1.198 2.417
C -0.234 2.343 1.626
H 0.710 1.380 4.741
H 2.476 1.961 1.966
H 1.694 0.373 1.713
H 2.312 0.818 3.324
H -0.418 3.403 1.826
H -1.196 1.823 1.574
H 0.295 2.234 0.675
C 5.137 2.766 1.240
O 4.057 3.247 1.559
N 5.645 2.721 -0.041
C 6.935 2.133 -0.336
C 4.866 3.278 -1.127
H 5.810 2.315 1.988
H 7.576 2.896 -0.787
H 6.794 1.308 -1.040
H 7.412 1.753 0.571
H 4.682 4.338 -0.927
H 3.904 2.758 -1.179
H 5.395 3.170 -2.077
C 8.548 5.147 -2.237
O 8.722 4.010 -1.816
N 9.208 6.273 -1.793
C 8.944 7.585 -2.345
C 10.196 6.142 -0.743
H 7.819 5.360 -3.037
H 9.870 7.982 -2.771
H 8.597 8.243 -1.542
H 8.180 7.539 -3.126
H 10.983 5.459 -1.077
H 9.717 5.719 0.146
H 10.631 7.114 -0.498
C 13.814 7.755 -0.605
O 13.346 6.624 -0.631
N 14.064 8.543 -1.708
C 14.621 9.874 -1.592
C 13.760 8.025 -3.026
H 14.082 8.246 0.345
H 13.918 10.591 -2.026
H 15.568 9.910 -2.139
H 14.801 10.136 -0.546
H 12.694 7.785 -3.078
H 14.335 7.108 -3.190
H 14.011 8.759 -3.797
C -6.922 -9.509 -3.003
O -7.670 -9.525 -2.033
N -7.175 -8.869 -4.197
C -6.236 -8.898 -5.299
C -8.419 -8.144 -4.357
H -5.949 -10.028 -2.989
H -5.941 -7.872 -5.538
H -6.722 -9.353 -6.166
H -5.345 -9.477 -5.042
H -8.477 -7.363 -3.593
H -9.255 -8.837 -4.218
H -8.477 -7.692 -5.351

=====

Entry 3:
36
Properties=species:S:1:pos:R:3 method="wB97M-V/def2-TZVPD" smiles=O.O.O.O.O.O.O.O.O.O.O.O fmax_ev_per_a=1.3 e_lumo_ha=-0.00676 e_tot_ha=-917.1867 de_lowest_kj_mol=364.0
O -0.405 0.072 -0.187
H 0.437 0.007 -0.652
H -0.859 0.802 -0.624
O 2.333 1.881 2.394
H 2.322 2.844 2.350
H 1.430 1.647 2.636
O 1.253 -4.511 -0.183
H 1.996 -4.314 0.398
H 0.503 -4.080 0.242
O -3.908 -0.776 2.271
H -3.456 -1.558 2.610
H -4.640 -1.134 1.756
O -0.734 2.119 -3.121
H -1.693 2.167 -3.033
H -0.420 2.018 -2.215
O -0.114 -2.198 -1.194
H -0.060 -1.460 -1.812
H 0.183 -1.825 -0.356
O -0.596 0.932 2.504
H -0.030 0.249 2.127
H -1.487 0.579 2.407
O -0.345 3.984 -1.571
H -0.949 4.709 -1.373
H 0.035 3.755 -0.715
O -0.774 -1.818 4.110
H -1.264 -2.239 3.394
H -1.289 -2.024 4.899
O -3.837 3.166 -2.006
H -4.782 3.214 -2.189
H -3.430 3.628 -2.748
O 5.422 -0.632 -0.808
H 5.681 -1.499 -1.141
H 4.744 -0.336 -1.426
O 3.094 -2.570 -1.916
H 2.714 -1.707 -2.118
H 2.925 -3.092 -2.709